Record 1
{"formula": "C12H20NO", "method": "ωB97M-V/def2-TZVPD", "symbols": ["C", "C", "C", "C", "C", "C", "C", "C", "C", "C", "C", "C", "N", "O", "H", "H", "H", "H", "H", "H", "H", "H", "H", "H", "H", "H", "H", "H", "H", "H", "H", "H", "H", "H"], "xyz": [[-0.844, -0.240, 0.193], [2.236, 1.969, -0.428], [3.132, 2.805, -0.781], [-0.444, -0.890, -0.912], [-1.162, -0.697, -2.124], [-1.056, -1.444, -3.266], [0.093, 0.915, 2.224], [1.487, 1.243, 1.701], [-0.445, -0.380, 1.675], [-1.847, -1.338, -4.487], [-1.757, -0.786, 2.391], [0.432, -1.656, 1.751], [1.512, 1.175, 0.211], [2.013, 2.517, 2.152], [3.097, 3.919, -0.931], [4.097, 2.382, -0.918], [0.422, -1.563, -0.981], [-1.874, 0.030, -2.032], [-0.338, -2.173, -3.382], [0.213, 0.850, 3.355], [-0.638, 1.749, 1.722], [2.121, 0.326, 2.063], [-1.399, -1.666, -5.366], [-2.345, -0.328, -4.681], [-2.721, -2.077, -4.463], [-1.690, -1.521, 3.153], [-2.387, -1.162, 1.637], [-2.299, 0.121, 2.819], [1.427, -1.510, 1.244], [-0.035, -2.496, 1.264], [0.601, -1.906, 2.748], [0.824, 0.430, -0.076], [-1.704, 0.305, 0.070], [1.278, 3.098, 2.453]], "forces_ev_per_angstrom": [[1.4438, -1.4488, 0.8287], [-0.8306, -0.4882, 0.4241], [0.2550, 1.8373, -0.3814], [0.9895, -0.6204, 0.5783], [0.9979, -2.4633, -2.5725], [-0.6834, 2.3297, 1.6377], [-0.4724, 1.8779, -0.8381], [1.3487, -0.2848, 2.2528], [-0.5834, -2.5516, -1.0671], [-4.0370, 1.0524, 0.2764], [-0.5916, 2.7806, 0.2590], [1.3358, 1.5748, -1.4145], [0.4644, 0.5361, 0.6862], [-1.0309, -1.6778, -0.4819], [-0.5801, -1.4203, 0.0388], [0.8639, -0.4076, -0.1004], [-0.2946, 0.0967, 0.4375], [-2.0440, 1.8458, -0.2884], [1.7781, -1.6591, 0.4932], [-0.6425, 0.5874, -1.3873], [1.4267, -1.5296, 2.0529], [-0.4113, 2.1730, -0.6300], [1.4637, -0.2429, -1.4019], [0.7842, -1.2601, 0.4037], [0.8499, 0.8716, 0.3833], [0.5192, -0.5477, 0.7666], [-1.0597, -0.7152, -0.7501], [0.6895, -1.0471, -0.4676], [-0.7239, -0.2670, 0.4430], [-0.3838, -0.1286, -0.1549], [0.5096, -0.4791, 1.7497], [0.1366, 0.6595, -1.1425], [-1.9888, 1.7289, -0.3294], [0.5016, -0.7125, -0.3041]], "lowdin_charge": [-0.112, -0.015, 0.144, -0.110, -0.095, -0.113, -0.095, -0.317, -0.530, -0.101, -0.022, -0.036, 0.170, 0.002, 0.135, 0.096, 0.137, 0.084, 0.085, 0.170, 0.193, 0.188, 0.046, 0.111, 0.116, 0.079, 0.070, 0.119, 0.095, 0.096, 0.070, 0.114, 0.100, 0.124], "smiles": "C=C=[NH+][C@@H](O)CC(C)(C)/C=C/C=C/C", "homo_energy_ev": -11.60, "relative_energy_ev": 4.9033, "spin_multiplicity": 1, "total_charge": 1, "lumo_energy_ev": -3.593}

Record 2
{"formula": "C12H20NSi", "method": "ωB97M-V/def2-TZVPD", "symbols": ["C", "C", "C", "C", "C", "C", "C", "C", "C", "C", "C", "C", "N", "Si", "H", "H", "H", "H", "H", "H", "H", "H", "H", "H", "H", "H", "H", "H", "H", "H", "H", "H", "H", "H"], "xyz": [[2.039, 0.606, -1.171], [1.749, -0.716, -0.813], [3.036, 1.262, -0.514], [2.325, -1.301, 0.250], [3.639, 0.643, 0.637], [3.283, -0.632, 1.006], [-0.511, -0.467, 2.705], [-1.107, -0.010, 1.571], [-2.267, -2.221, -1.180], [-1.156, 1.495, -1.149], [0.871, 2.488, 1.268], [-3.433, -1.649, -0.888], [-4.401, -1.413, -1.826], [-0.374, 1.391, 0.536], [1.786, 1.038, -2.148], [1.125, -1.354, -1.484], [3.334, 2.262, -0.837], [2.280, -2.398, 0.407], [4.249, 1.345, 1.260], [0.431, -0.312, 3.089], [-0.968, -1.414, 3.042], [-2.159, -2.603, -2.177], [-1.570, -2.293, -0.356], [-2.096, -0.367, 1.269], [-1.951, 0.680, -1.307], [-1.592, 2.400, -1.353], [-0.368, 1.277, -1.934], [1.277, 1.890, 2.056], [1.749, 2.724, 0.547], [0.579, 3.364, 1.778], [-3.950, -1.494, 0.059], [-4.290, -1.726, -2.735], [3.765, -1.098, 1.854], [-5.325, -1.398, -1.462]], "forces_ev_per_angstrom": [[0.6554, -0.1828, -1.5431], [-1.9012, -0.2918, -2.1711], [1.1093, -0.3765, 1.8603], [1.5806, -2.1539, 1.2482], [-0.3642, 2.6104, -0.4256], [0.1315, 0.5812, 0.1768], [-2.9929, -2.3000, -2.5037], [1.1862, 1.7753, 0.6847], [-0.1925, 0.7255, 1.3678], [0.9292, -3.4968, -0.3563], [1.8779, -0.0984, -1.6937], [-1.3710, -0.8491, -0.5404], [-0.3187, 1.0458, 1.3566], [-0.9940, -1.5083, -0.4557], [-0.5695, -0.3848, 0.4927], [0.3300, 0.7716, 0.6336], [0.0881, -0.3185, 0.1736], [-0.6142, 0.8371, -0.0166], [-0.0834, -1.2442, -0.5883], [1.9307, 1.0911, 0.6441], [0.0790, 0.7333, 0.6028], [0.7079, -0.0357, -0.2129], [0.3689, -0.5250, -0.4272], [0.4820, -0.1779, 0.0258], [1.1495, 1.0284, 0.5506], [-0.9737, 2.4585, -0.5238], [-0.8920, 0.4401, 0.9107], [0.6392, -0.6542, 0.6288], [-1.9094, -0.2356, 1.3231], [-0.8549, 1.1995, 0.2837], [1.2714, 0.2984, 0.5617], [0.1816, -0.6923, -1.8722], [-0.0381, -0.1106, 0.0252], [-0.6286, 0.0404, -0.2203]], "lowdin_charge": [-0.168, -0.115, -0.124, -0.104, -0.065, -0.074, 0.016, -0.207, -0.033, -0.153, -0.152, -0.331, 0.058, 0.932, 0.122, 0.133, 0.121, 0.132, 0.130, 0.033, 0.086, 0.055, 0.033, 0.042, 0.059, -0.001, 0.054, 0.031, 0.071, 0.038, 0.114, 0.067, 0.114, 0.084], "homo_energy_ev": -10.99, "relative_energy_ev": 1.7359, "spin_multiplicity": 1, "total_charge": 1, "lumo_energy_ev": -4.713}

Record 3
{"formula": "C12H21AlAuI2N5O3S2", "method": "ωB97M-V/def2-TZVPD", "symbols": ["I", "I", "Al", "Au", "S", "S", "C", "C", "C", "C", "C", "C", "C", "C", "C", "C", "C", "O", "O", "O", "H", "H", "H", "H", "H", "H", "H", "H", "H", "H", "H", "H", "H", "H", "H", "H", "H", "H", "N", "N", "N", "C", "N", "N", "H", "H", "H"], "xyz": [[-3.369, -1.526, -2.587], [-2.962, -4.091, -1.820], [-1.543, -1.115, -0.636], [0.332, 1.027, 0.864], [-2.074, 0.835, 0.274], [0.149, 0.048, -1.435], [0.506, 1.813, 2.613], [-3.561, 0.661, 1.437], [1.562, -0.832, -2.246], [-4.376, -0.599, 1.175], [-3.049, 0.650, 2.864], [-4.351, 1.926, 1.117], [0.999, -1.858, -3.222], [2.495, -1.490, -1.251], [2.293, 0.309, -2.948], [-1.346, -2.274, 0.982], [-0.346, -2.887, 0.266], [0.561, 2.433, 3.587], [-1.856, -2.452, 2.089], [0.492, -3.739, 0.251], [-3.806, -1.490, 1.465], [-4.671, -0.705, 0.122], [-5.279, -0.554, 1.810], [-2.474, -0.268, 3.033], [-3.913, 0.663, 3.548], [-2.413, 1.520, 3.058], [-3.721, 2.804, 1.288], [-5.251, 1.996, 1.742], [-4.652, 1.939, 0.065], [1.814, -2.304, -3.813], [0.275, -1.402, -3.907], [0.504, -2.672, -2.679], [3.373, -1.891, -1.787], [2.000, -2.309, -0.724], [2.837, -0.743, -0.527], [3.155, -0.052, -3.527], [2.661, 1.018, -2.193], [1.622, 0.840, -3.629], [5.385, 2.138, -0.615], [4.320, 2.021, 0.254], [4.522, 1.671, 1.547], [3.283, 1.361, 1.923], [2.402, 1.469, 0.909], [3.085, 1.833, -0.198], [5.122, 2.745, -1.385], [6.190, 2.471, -0.098], [3.069, 1.063, 2.939]], "forces_ev_per_angstrom": [[0.4216, -0.2936, 0.3339], [-0.0182, 0.0967, -0.0922], [-2.3348, 1.0625, -1.5945], [0.1664, -0.9796, -3.0223], [0.5070, 0.6117, 0.2896], [0.1898, 0.3020, 0.7666], [-0.9885, 4.0239, 6.2368], [-0.9688, 0.3200, 1.3537], [1.9488, -0.3207, -0.6303], [0.5488, -0.3948, -0.5733], [0.2974, -0.0622, 0.0834], [0.4341, 0.3949, -0.5149], [-0.9043, 0.1843, 0.0825], [-0.0192, -0.0167, 0.4454], [-0.0429, 0.6003, -0.1318], [0.1688, 0.1202, -0.1814], [3.0006, -5.8627, 3.7736], [0.0043, -3.0219, -4.4074], [0.6504, -0.0779, -1.2920], [-2.5888, 3.5190, -1.3681], [-0.3782, 0.0960, 0.0606], [-0.2175, 0.1568, 0.3337], [0.3390, 0.0209, -0.3211], [-0.1032, 0.1508, 0.2711], [0.3703, 0.0368, -0.1794], [-0.2355, -0.0193, 0.1769], [-0.2774, 0.0368, 0.0926], [0.2229, -0.1690, -0.0539], [-0.1677, 0.0489, 0.1317], [-0.1432, 0.2895, 0.2296], [0.1917, -0.1543, -0.0804], [0.0196, -0.0968, -0.0854], [-0.4040, 0.1624, 0.2179], [0.3699, 0.0852, -0.0870], [0.1625, -0.2750, -0.0400], [-0.3173, -0.1434, 0.1833], [-0.0913, -0.2210, -0.4891], [0.1698, -0.0067, -0.0611], [-1.0700, 0.2468, 0.4959], [-0.7486, -1.8036, -0.0676], [-1.5439, 0.5877, -1.2182], [1.0139, 0.1243, 0.2405], [0.8406, -0.3195, -0.4733], [1.1452, 0.8340, 1.1712], [0.1470, 0.0962, -0.0955], [0.2906, 0.0765, 0.1139], [-0.0577, -0.0462, -0.0241]], "lowdin_charge": [0.747, 0.609, -0.516, 0.953, 0.812, 0.827, -0.109, -0.779, -0.820, -0.065, -0.068, -0.073, -0.053, -0.061, -0.094, -0.327, -0.147, 0.288, 0.284, 0.338, 0.067, 0.057, 0.145, 0.077, 0.137, 0.081, 0.100, 0.134, 0.101, 0.140, 0.104, 0.075, 0.139, 0.062, 0.062, 0.130, 0.044, 0.103, 0.216, -0.180, 0.223, -0.140, -0.158, 0.105, 0.142, 0.146, 0.141], "homo_energy_ev": [-21.69, -21.69], "spin_multiplicity": 3, "total_charge": 4, "s_squared": 2.017, "lumo_energy_ev": [-16.121, -16.238]}